Entry 1:
{
  "formula": "C20H21N3O4",
  "method": "ωB97M-V/def2-TZVPD",
  "e_tot_ev": -33739.393,
  "relative_energy_kj_mol": 383.5,
  "smiles": "O=C(N/N=C/c1ccc(N2CCOCC2)cc1)[C@H]1COc2ccccc2O1",
  "e_lumo_ha": 0.0224,
  "species": ["O", "C", "N", "N", "C", "C", "C", "C", "C", "N", "C", "C", "O", "C", "C", "C", "C", "C", "C", "O", "C", "C", "C", "C", "C", "C", "O", "H", "H", "H", "H", "H", "H", "H", "H", "H", "H", "H", "H", "H", "H", "H", "H", "H", "H", "H", "H", "H"],
  "coordinates": [[-6.053973, -2.120814, 0.142318], [-5.056812, -1.453955, -0.064691], [-3.840408, -2.039211, -0.009074], [-2.635929, -1.470518, -0.202725], [-1.608587, -2.188359, 0.038592], [-0.263122, -1.720150, -0.143481], [0.817908, -2.477137, 0.315722], [2.112312, -2.034731, 0.169670], [2.390878, -0.810036, -0.455041], [3.669235, -0.350987, -0.646362], [3.954609, 1.070521, -0.688888], [5.191707, 1.374203, 0.181713], [5.214551, 0.546643, 1.317967], [5.425911, -0.814348, 0.991874], [4.843123, -1.146866, -0.393089], [1.300691, -0.066607, -0.940171], [0.011309, -0.509272, -0.785721], [-5.207543, 0.051958, -0.293844], [-5.231467, 0.729642, 1.089043], [-3.948528, 0.766575, 1.661140], [-3.032011, 1.342898, 0.812508], [-1.909115, 1.962288, 1.339465], [-1.019199, 2.612525, 0.504937], [-1.256145, 2.658949, -0.858953], [-2.353395, 2.011165, -1.396346], [-3.238547, 1.331130, -0.568717], [-4.288853, 0.680936, -1.153425], [-3.873695, -3.034458, 0.244266], [-1.723494, -3.216686, 0.411338], [0.636075, -3.419044, 0.814481], [2.910249, -2.640768, 0.569310], [4.136763, 1.403616, -1.720279], [3.097729, 1.613808, -0.287071], [5.145603, 2.398026, 0.555792], [6.119083, 1.257345, -0.397743], [6.502433, -1.044045, 1.011170], [4.927733, -1.385660, 1.779004], [4.615000, -2.207567, -0.474341], [5.577432, -0.906244, -1.171692], [1.472982, 0.857619, -1.468556], [-0.813923, 0.063398, -1.172540], [-6.194039, 0.170290, -0.762569], [-5.617394, 1.753052, 0.971091], [-5.874029, 0.172627, 1.772300], [-1.759740, 1.930810, 2.406871], [-0.151366, 3.097986, 0.924038], [-0.579429, 3.190007, -1.511106], [-2.542570, 2.009454, -2.458182]],
  "atomic_forces_ev_per_a": [[-0.111, 0.108, 0.047], [-0.031, 0.232, -0.238], [-0.023, -1.383, 0.276], [0.650, 0.459, -0.107], [-0.980, -0.355, 0.149], [0.827, 0.239, -0.137], [-0.459, 0.185, -0.122], [0.305, 0.069, -0.014], [-0.327, -0.195, -0.050], [0.224, 0.060, 0.027], [0.093, 0.134, 0.009], [-0.002, 0.071, -0.159], [-0.132, 0.060, 0.144], [0.053, -0.239, -0.080], [0.120, 0.059, 0.201], [0.082, 0.052, 0.047], [-0.071, -0.333, 0.202], [-0.433, 0.031, 0.509], [-0.505, 0.095, -0.365], [0.554, -0.089, -0.069], [-0.127, 0.152, -0.112], [-0.207, -0.139, -0.054], [0.061, 0.064, 0.012], [0.022, 0.035, -0.037], [-0.243, -0.086, 0.131], [0.156, 0.238, 0.121], [0.229, 0.044, -0.074], [-0.084, 0.399, -0.117], [-0.055, 0.073, -0.019], [-0.022, -0.101, 0.049], [0.087, -0.024, 0.034], [-0.043, 0.129, 0.074], [0.051, -0.020, -0.051], [0.040, -0.037, -0.148], [-0.063, 0.051, 0.038], [-0.113, -0.016, 0.006], [0.063, -0.020, -0.080], [0.070, 0.030, -0.046], [-0.039, -0.121, 0.061], [0.032, 0.098, -0.065], [-0.058, 0.110, -0.053], [0.222, -0.130, 0.185], [0.053, -0.132, 0.024], [0.021, 0.061, -0.134], [-0.002, 0.001, 0.147], [0.081, 0.042, 0.044], [0.070, 0.044, -0.067], [-0.036, -0.006, -0.139]]
}



Entry 2:
{
  "formula": "C5H16NO",
  "method": "ωB97M-V/def2-TZVPD",
  "e_tot_ev": -8974.992,
  "relative_energy_kj_mol": 146.9,
  "total_charge": 1,
  "e_lumo_ha": -0.1289,
  "species": ["C", "O", "C", "N", "H", "H", "H", "H", "H", "H", "H", "H", "C", "C", "C", "H", "H", "H", "H", "H", "H", "H", "H"],
  "coordinates": [[-0.518729, 1.616165, -1.968817], [-1.799519, 2.122713, -2.255830], [-0.488840, 1.586676, -0.456943], [0.934989, 1.392243, 0.021724], [0.256965, 2.228064, -2.451293], [-0.406849, 0.599562, -2.359433], [-1.994849, 2.112051, -3.201735], [-0.837569, 2.506357, 0.001425], [-1.003182, 0.688335, -0.129769], [1.567217, 2.138294, -0.274574], [1.351680, 0.520713, -0.346613], [1.017227, 1.248614, 1.032379], [1.100763, -1.519926, 0.607131], [0.544231, -2.771896, 1.289787], [-0.006144, -2.413770, 2.670906], [0.235334, -0.869775, 0.485518], [1.501950, -1.723012, -0.392086], [1.903786, -1.056997, 1.192557], [1.346432, -3.500777, 1.403587], [-0.291999, -3.159897, 0.710676], [-0.687262, -3.183283, 3.032779], [0.777774, -2.249291, 3.409053], [-0.614525, -1.499140, 2.608468]],
  "atomic_forces_ev_per_a": [[-0.470, 0.140, -0.798], [-0.181, 0.079, 0.007], [1.037, -0.345, 0.079], [0.775, -0.491, -0.292], [0.111, 0.088, 0.427], [0.109, -0.094, 0.057], [0.169, -0.081, 0.146], [-0.299, -0.078, -0.076], [-0.419, 0.337, 0.301], [-0.203, 0.242, 0.161], [-0.364, 0.249, -0.101], [-0.228, 0.377, -0.025], [-0.132, -0.516, -0.281], [0.234, 0.448, 0.561], [-0.356, 0.208, -0.095], [0.042, 0.244, 0.117], [-0.004, -0.128, 0.033], [-0.207, 0.037, 0.114], [-0.243, -0.253, -0.232], [0.292, -0.258, -0.267], [0.192, -0.092, 0.110], [0.015, -0.019, 0.005], [0.129, -0.092, 0.047]]
}



Entry 3:
{
  "formula": "C33H39BrN2O2Sn",
  "method": "ωB97M-V/def2-TZVPD",
  "e_tot_ev": -117789.816,
  "relative_energy_kj_mol": 125.2,
  "total_charge": 2,
  "e_lumo_ha": [-0.2642, -0.2502],
  "species": ["Sn", "Br", "C", "C", "C", "C", "C", "C", "C", "C", "C", "C", "H", "H", "H", "H", "H", "H", "O", "C", "O", "C", "N", "C", "C", "C", "H", "H", "H", "H", "H", "H", "H", "H", "H", "C", "C", "C", "C", "C", "C", "C", "C", "N", "C", "C", "C", "C", "C", "C", "C", "C", "C", "C", "H", "H", "H", "H", "H", "H", "H", "H", "H", "H", "H", "H", "H", "H", "H", "H", "H", "H", "H", "H", "H", "H", "H", "H"],
  "coordinates": [[0.098136, -0.019146, -1.022202], [-0.912483, -2.311646, -2.240495], [0.815131, -2.862361, -2.858149], [0.917501, -4.092025, -3.428170], [2.171029, -4.498745, -3.936888], [3.239347, -3.655300, -3.880653], [3.123241, -2.367914, -3.298251], [4.216441, -1.468505, -3.293199], [4.095342, -0.214450, -2.769712], [2.878355, 0.182304, -2.176616], [1.804559, -0.669682, -2.138360], [1.889239, -1.952345, -2.734468], [0.060974, -4.746957, -3.506208], [2.263205, -5.477580, -4.385739], [4.195260, -3.954647, -4.290449], [5.151482, -1.791671, -3.732856], [4.930386, 0.472457, -2.794977], [2.816240, 1.176689, -1.744686], [-0.100665, 1.870974, -2.881397], [-1.315069, 1.897363, -2.591213], [-1.859438, 1.167869, -1.723181], [-2.206120, 2.909083, -3.304123], [-1.412485, 3.445711, -4.477193], [-1.409108, 4.952279, -4.388074], [-1.469859, 5.184392, -2.891073], [-2.498447, 4.148602, -2.435463], [-3.108554, 2.417747, -3.658088], [-1.748322, 3.102834, -5.375053], [-0.458049, 3.074503, -4.323235], [-2.311451, 5.304974, -4.885270], [-0.534050, 5.337677, -4.904273], [-1.768410, 6.203576, -2.658639], [-0.494898, 5.001540, -2.436202], [-3.508908, 4.503044, -2.635520], [-2.435995, 3.903153, -1.377718], [4.962562, -0.092272, 0.967534], [3.684454, -0.153769, 1.757064], [3.697110, -0.032390, 3.153621], [2.525232, -0.100110, 3.912240], [2.573610, 0.003602, 5.411597], [1.319350, -0.266192, 3.266426], [1.243662, -0.393699, 1.845011], [2.476287, -0.338828, 1.134154], [0.107934, -0.619381, 1.139773], [-1.234409, -0.735581, 1.797258], [-1.644387, 0.542524, 2.556367], [-3.030848, 0.347306, 3.182921], [-4.065993, 0.109434, 2.085100], [-3.697623, -1.159440, 1.318192], [-3.688914, -2.362604, 2.260053], [-2.646924, -2.131185, 3.352485], [-2.995564, -0.857187, 4.132405], [-1.258912, -1.981132, 2.716988], [-2.295480, -0.981854, 0.721920], [5.831909, -0.111152, 1.621016], [5.011164, 0.826085, 0.379851], [5.037753, -0.934905, 0.279694], [4.644332, 0.105407, 3.661350], [3.591804, 0.145601, 5.766407], [2.178771, -0.901568, 5.874171], [1.972415, 0.843132, 5.761904], [0.432596, -0.320964, 3.866982], [2.474949, -0.486615, 0.065147], [-1.654063, 1.387398, 1.858104], [-0.937320, 0.793342, 3.339980], [-3.285420, 1.251647, 3.738856], [-4.093940, 0.965931, 1.404112], [-5.063122, 0.008706, 2.518651], [-4.409579, -1.325536, 0.507000], [-3.456523, -3.277119, 1.706455], [-4.678417, -2.495177, 2.702602], [-2.621278, -2.988337, 4.027808], [-2.268179, -0.689443, 4.932423], [-3.971315, -0.976257, 4.607962], [-1.006424, -2.865590, 2.124462], [-0.513924, -1.905263, 3.503766], [-2.336259, -0.131657, 0.034679], [-2.024621, -1.888724, 0.183317]],
  "atomic_forces_ev_per_a": [[-0.289, 0.577, 0.359], [-0.117, 0.104, 0.108], [0.075, -0.096, -0.028], [0.023, 0.034, -0.002], [-0.020, -0.014, -0.003], [-0.034, 0.011, 0.023], [0.076, -0.026, -0.041], [-0.006, -0.016, 0.002], [-0.042, 0.020, 0.024], [0.003, 0.027, -0.164], [0.203, -0.126, -0.282], [-0.057, 0.080, -0.044], [-0.007, -0.004, 0.008], [-0.005, -0.005, 0.003], [0.003, 0.006, -0.005], [0.004, -0.002, -0.001], [-0.006, 0.011, 0.007], [-0.019, -0.023, 0.023], [-0.152, 0.002, -0.038], [0.256, 0.109, -0.085], [0.102, -0.354, -0.059], [-0.010, 0.064, -0.041], [0.060, 0.016, 0.063], [-0.055, -0.041, -0.065], [-0.002, 0.025, -0.003], [-0.059, -0.049, 0.007], [0.009, -0.005, -0.024], [-0.022, 0.010, 0.006], [-0.037, -0.044, -0.023], [0.021, 0.032, -0.009], [0.015, 0.013, 0.042], [0.003, -0.003, 0.019], [0.008, 0.007, -0.005], [-0.003, -0.004, 0.007], [0.006, 0.020, 0.001], [0.009, -0.023, -0.016], [0.023, 0.036, 0.084], [0.001, 0.009, 0.010], [0.093, -0.001, -0.004], [-0.024, 0.001, -0.002], [-0.046, 0.069, -0.284], [0.340, -0.019, 0.391], [-0.111, -0.114, 0.043], [-0.396, -0.301, -0.073], [0.032, 0.063, 0.139], [-0.012, -0.035, 0.000], [0.010, -0.026, 0.005], [-0.042, 0.007, -0.007], [0.044, 0.019, 0.075], [-0.032, -0.029, 0.005], [-0.012, 0.095, -0.065], [-0.011, -0.013, -0.022], [0.069, 0.052, 0.059], [0.086, -0.030, -0.090], [-0.001, -0.008, 0.013], [-0.001, 0.002, -0.003], [-0.006, 0.011, -0.016], [0.005, 0.001, 0.000], [0.003, 0.004, -0.001], [-0.002, -0.003, 0.000], [0.000, 0.000, 0.005], [-0.012, 0.029, 0.070], [0.044, -0.053, 0.101], [-0.021, -0.034, -0.053], [0.020, 0.076, 0.011], [0.002, -0.015, 0.026], [-0.018, 0.007, 0.002], [0.001, -0.004, 0.009], [0.039, 0.003, -0.028], [-0.016, -0.003, -0.002], [-0.003, -0.006, 0.003], [0.001, 0.017, 0.014], [0.004, 0.005, 0.004], [0.007, 0.003, 0.026], [-0.019, 0.017, -0.026], [0.016, -0.073, 0.002], [0.014, 0.010, -0.074], [-0.010, -0.106, -0.111]]
}